{"formula": "C2H5N3O", "method": "the ωB97M-V functional and the def2-TZVPD basis", "species": ["C", "C", "H", "H", "H", "H", "H", "N", "N", "N", "O"], "coordinates": [[0.916283, 0.267793, -0.498847], [-1.456128, -1.143574, 0.571391], [-0.243395, 3.023520, -0.018960], [2.065269, 0.439529, -0.515599], [1.671672, -1.622704, -0.210774], [-2.037675, -1.914502, 1.221893], [-1.690690, -0.011628, 0.333043], [-0.020755, 1.155091, -0.335525], [0.543280, -1.012867, -0.639871], [-0.343224, -1.672906, 0.275309], [0.595362, 2.492248, -0.182060]], "forces_ev_per_angstrom": [[0.2, 3.6, 0.7], [-0.5, 0.5, 1.0], [1.7, -0.9, -0.3], [-2.2, 0.3, -0.2], [-4.4, 2.1, -2.3], [0.5, 2.1, -1.0], [0.0, -2.6, 0.4], [2.5, 0.8, -0.1], [5.0, -5.6, 2.9], [-0.3, 0.3, -1.3], [-2.4, -0.6, 0.1]], "nbo_charge": [0.18, -0.14, 0.48, 0.19, 0.36, 0.21, 0.23, -0.23, -0.41, -0.27, -0.59], "charge": 0, "de_lowest_kcal_mol": 145.6, "e_lumo_ha": 0.0143}